{"formula": "C51H84N2P2RuSb2Si", "method": "the ωB97M-V functional and the def2-TZVPD basis", "energy_ev": -99317.98916, "charge": 3, "multiplicity": 6, "e_lumo_ev": [-7.158, -9.219], "gap_ha": [0.23833, 0.19519], "symbols": ["H", "C", "H", "H", "H", "H", "H", "C", "C", "H", "C", "Ru", "H", "H", "H", "H", "C", "H", "H", "H", "H", "H", "H", "C", "C", "H", "C", "H", "H", "H", "H", "H", "H", "H", "H", "C", "H", "P", "C", "H", "H", "C", "H", "C", "H", "C", "C", "C", "H", "C", "Si", "H", "C", "H", "H", "H", "C", "C", "C", "P", "C", "H", "C", "C", "C", "H", "C", "H", "C", "H", "H", "H", "C", "H", "C", "H", "H", "C", "H", "H", "C", "H", "C", "H", "H", "N", "H", "H", "C", "H", "C", "C", "H", "C", "H", "C", "H", "H", "C", "H", "H", "H", "C", "N", "Sb", "H", "C", "C", "C", "C", "H", "H", "C", "C", "H", "H", "H", "H", "H", "H", "C", "C", "H", "H", "Sb", "C", "H", "C", "C", "H", "H", "H", "H", "H", "H", "H", "C", "H", "H", "H", "C", "H", "H"], "coordinates": [[-2.801361, 4.639699, -4.765499], [0.576722, -0.472889, 5.421658], [-0.822915, 4.771577, 1.001347], [2.173471, 0.865272, 5.955717], [3.643531, 0.332859, 2.631279], [-1.140532, 3.634124, -0.295671], [2.095903, 2.372967, -4.079190], [2.375157, 0.486069, -3.037577], [0.356651, -2.611528, -4.046522], [4.147574, 3.993876, 0.181899], [2.955271, 5.144216, 2.389674], [0.394690, -0.249150, 0.141868], [-0.788282, -3.647497, 1.925621], [4.743009, -2.357008, -0.778153], [2.491339, -0.568240, -3.297801], [1.074763, 1.592198, -1.891167], [2.953760, -3.734651, -2.485822], [-0.890713, -1.763954, 4.579274], [5.048482, -2.830224, 0.899924], [3.181039, -3.229081, 2.931824], [-3.027131, -4.619146, -1.566703], [-3.397902, -0.837803, 3.613430], [0.835226, 4.871916, 2.255886], [4.152139, -0.356932, 1.960899], [-4.908413, -3.573444, -1.825140], [1.513354, -0.115700, -5.580035], [-1.600454, -2.966044, 2.185135], [4.401103, -7.365622, 1.203367], [3.842700, 4.563404, 2.663000], [4.779186, -1.026387, 2.549508], [-0.553857, -2.003739, -4.072158], [-5.664328, 0.128525, 3.568393], [-0.927009, -5.150943, -2.024736], [3.350166, 4.980938, -1.042307], [-5.143617, -1.918584, -0.438535], [-2.628620, 3.986633, -3.911698], [-4.269701, 4.989175, 2.314562], [0.424040, 1.870815, 1.434069], [-2.429924, 4.336019, 3.238150], [-2.401181, 2.206552, -5.091662], [-4.014172, 3.254169, 2.289487], [-4.561522, -1.135595, -2.359139], [4.709649, -4.974056, 1.678171], [-1.432146, 3.914806, 0.723145], [-4.865703, 1.923608, -2.253129], [1.476976, 0.555752, 5.186646], [3.130706, 5.711757, 0.983048], [-4.712785, 0.794720, 0.384108], [-5.416483, -3.896171, -2.734975], [-5.326264, -2.138398, -1.495229], [-1.256356, -1.163723, 1.742098], [3.319527, 1.313180, -4.791469], [-3.513083, 4.218560, 2.169495], [1.333286, 1.422155, -6.145591], [-4.184490, 4.170050, -2.414780], [-3.497247, 3.703653, 0.069947], [-3.970579, 3.550639, -3.287842], [1.813712, 3.111619, 1.454405], [0.584968, 0.836316, 2.950121], [-2.349110, 0.226221, -1.096247], [-3.766783, -0.380040, 2.698862], [0.539013, -5.686535, -1.173818], [-1.507219, 1.877350, -3.138028], [-5.511341, 0.753231, 1.517516], [2.245181, -2.893923, 2.486755], [2.152833, 2.824538, -0.667775], [1.478241, 1.201692, 3.959924], [2.859014, 5.949385, 3.118275], [-2.668503, 1.778279, -2.110812], [-4.789475, 3.707501, -3.990016], [-0.541415, 3.389205, 3.683631], [-2.918848, -2.441903, -0.334367], [-1.465611, 3.142233, 3.161573], [4.018336, 6.342871, 0.940204], [-0.245380, -0.912317, 4.394564], [-6.397655, -2.017399, -1.656507], [-0.896570, 3.085566, -4.832813], [-3.430596, 0.239863, 0.382135], [-2.992032, 5.355519, 0.392336], [0.380380, 0.890597, -4.916589], [-5.044068, 0.161383, 2.681242], [2.179869, 2.009103, 3.804715], [0.159183, -5.149340, -2.041148], [-1.780229, -3.047101, 3.260905], [4.778376, 0.196893, 1.261663], [1.213899, 0.626396, -2.162198], [0.529979, -0.952050, 6.391708], [-2.500048, -1.139637, -3.052355], [-3.033885, -1.189478, -2.094343], [-6.502707, 1.188713, 1.485530], [3.436836, -4.705495, -1.458444], [2.346014, 1.338349, -4.305874], [-1.902897, 2.286543, 3.679791], [-2.951895, -0.345409, 1.565977], [3.270610, 0.774126, -2.487432], [3.246367, 4.577524, -0.033094], [-1.927952, 1.984247, 1.409623], [0.514159, -5.629602, -2.952577], [-3.978581, 2.073413, -2.856359], [-5.239403, -4.238171, -1.026478], [2.850215, -4.206523, -3.463134], [1.137540, 4.226894, -0.282223], [2.021601, 3.662518, 0.030424], [1.325200, 0.847536, -5.301106], [0.891310, -3.137392, -1.997151], [-1.885928, 5.277190, 3.115125], [-1.203615, 2.745268, 1.692529], [-1.826808, 2.764682, -4.348612], [1.707672, 4.256803, 2.472759], [-2.649458, -2.502003, -1.394639], [-2.039837, 4.561480, -3.189714], [1.689757, -3.756806, 2.118726], [3.978590, -4.299572, -0.222843], [3.302559, -6.070882, -1.715630], [0.176491, -3.528181, -4.609123], [2.271168, 6.342824, 0.734102], [2.696968, 2.505403, 1.691356], [-2.504681, -3.292758, 1.669373], [-3.133684, -3.741916, -3.083986], [1.192552, -2.081987, -4.511597], [4.286890, -5.279266, 0.725650], [4.330462, -2.883716, 0.082220], [-4.074271, 1.417886, -3.724582], [-0.632950, 2.284963, -2.623156], [2.745881, -1.573194, 0.882792], [-2.914200, 4.328758, 0.754234], [-5.120406, 1.260034, -0.497620], [3.649464, -7.027156, -0.777410], [-3.379688, -3.691365, -2.018218], [-1.568965, -2.637818, -1.437395], [2.920227, -6.386096, -2.681209], [-4.738775, -1.369883, -3.412773], [1.591366, 3.886431, 3.489428], [-1.263408, 0.860741, -3.495027], [3.571914, -2.840443, -2.582611], [3.553048, -8.080131, -1.010272], [4.126309, -6.626634, 0.461529], [-4.961897, -0.140500, -2.186229], [-2.537367, 2.573845, -1.370430], [0.355869, 0.290019, -2.578507], [-0.259930, -0.291332, 3.141528], [1.653175, -2.368238, 3.232220], [-2.877871, 4.360667, 4.231321]], "atomic_forces_ev_per_a": [[0.0, 0.1, 0.0], [0.0, 0.0, 0.0], [0.1, 0.0, 0.0], [-0.1, 0.0, 0.0], [0.0, 0.0, 0.0], [0.0, 0.1, 0.0], [0.0, 0.1, 0.0], [-0.1, -0.1, 0.1], [-0.1, 0.0, 0.3], [0.0, 0.0, 0.0], [-0.1, 0.0, -0.1], [0.4, -0.1, -0.8], [0.0, 0.0, 0.1], [0.1, 0.0, 0.0], [0.1, 0.0, 0.0], [0.0, 0.1, -0.1], [-0.4, 0.3, 0.1], [0.1, 0.1, 0.0], [0.0, 0.0, 0.0], [0.0, 0.0, 0.0], [0.0, 0.0, 0.0], [-0.1, 0.0, 0.0], [-0.1, 0.0, 0.0], [-0.2, 0.0, -0.1], [0.0, 0.1, 0.0], [0.0, -0.1, 0.0], [0.3, 0.2, -0.1], [0.0, 0.1, 0.0], [0.0, 0.0, 0.0], [0.0, 0.0, 0.0], [0.1, 0.0, 0.0], [0.0, 0.0, 0.0], [0.0, 0.0, 0.0], [0.0, 0.0, 0.0], [0.0, 0.0, 0.0], [0.0, -0.1, 0.0], [0.0, 0.0, 0.0], [-0.3, 0.6, 1.0], [0.0, -0.1, 0.0], [0.0, 0.0, 0.0], [0.0, 0.0, 0.0], [-0.1, -0.1, 0.1], [0.0, 0.0, -0.1], [-0.1, -0.1, 0.0], [0.0, -0.1, 0.1], [0.0, 0.0, 0.0], [0.1, -0.1, 0.1], [0.0, 0.0, 0.0], [0.0, 0.0, 0.0], [0.1, 0.0, 0.0], [-1.1, -0.1, 0.7], [0.0, 0.0, -0.1], [0.1, 0.1, 0.0], [0.0, 0.0, -0.1], [0.0, 0.0, 0.0], [0.0, 0.0, 0.0], [0.1, -0.1, -0.1], [-0.2, -0.3, -0.3], [0.0, 0.0, 0.0], [-0.4, -0.1, -0.3], [0.0, 0.0, 0.0], [0.0, 0.0, 0.0], [-0.2, 0.1, 0.0], [0.0, 0.1, 0.0], [-0.2, 0.1, -0.1], [0.0, 0.0, 0.0], [0.0, 0.0, 0.0], [0.1, 0.0, 0.0], [0.2, -0.2, 0.1], [0.0, 0.0, 0.0], [0.0, 0.0, 0.0], [0.0, 0.0, -0.1], [0.0, 0.1, 0.0], [0.0, 0.0, 0.0], [0.0, -0.1, 0.0], [0.0, 0.0, 0.0], [0.0, 0.0, 0.0], [0.0, 0.2, 0.2], [0.0, 0.0, 0.0], [-0.2, 0.0, 0.1], [0.0, 0.0, 0.0], [0.0, 0.0, 0.0], [-0.1, 0.2, 0.1], [0.0, -0.1, -0.1], [0.0, 0.0, 0.0], [0.0, -0.2, 0.1], [0.0, 0.0, 0.0], [0.0, 0.0, 0.0], [0.1, 0.1, 0.1], [0.0, 0.0, 0.0], [0.1, 0.0, 0.2], [0.2, 0.0, 0.3], [0.0, 0.0, 0.0], [0.3, -0.1, -0.2], [0.0, 0.0, 0.0], [-0.1, 0.1, 0.0], [-0.1, -0.2, 0.0], [0.0, 0.0, 0.0], [0.1, 0.1, 0.0], [0.0, 0.0, 0.0], [0.1, 0.0, 0.0], [0.0, 0.0, 0.0], [0.1, 0.0, 0.0], [0.1, 0.1, 0.0], [0.5, -0.2, -0.3], [0.0, 0.0, 0.0], [0.3, 0.0, -0.2], [-0.1, 0.1, 0.1], [0.2, 0.0, 0.0], [-0.2, -0.1, -0.1], [0.0, 0.0, 0.0], [0.1, 0.0, 0.0], [-0.1, -0.3, -0.1], [-0.1, 0.1, -0.1], [0.0, 0.1, 0.0], [0.0, 0.0, 0.0], [0.0, 0.0, 0.0], [0.0, 0.0, 0.0], [0.0, 0.0, 0.0], [0.0, 0.0, 0.0], [0.1, 0.2, 0.0], [-0.4, 0.4, -0.3], [0.0, 0.0, 0.0], [0.0, 0.0, 0.0], [1.0, -0.5, 0.6], [0.0, 0.0, 0.1], [0.0, 0.0, -0.1], [0.0, 0.0, 0.0], [-0.1, 0.1, 0.0], [0.0, 0.0, 0.1], [0.1, 0.0, 0.0], [0.0, 0.1, 0.0], [-0.1, 0.0, 0.0], [0.0, 0.0, 0.0], [0.0, 0.0, 0.0], [0.0, 0.0, 0.0], [0.0, -0.1, 0.0], [0.0, 0.0, -0.1], [0.0, 0.0, -0.1], [0.0, 0.0, -0.2], [0.1, 0.0, -0.4], [0.0, 0.0, 0.0], [0.0, 0.1, 0.0]]}

{"formula": "H3O4P", "method": "the ωB97M-V functional and the def2-TZVPD basis", "energy_ev": -17518.26470, "e_lumo_ev": [-1.751, -0.960], "de_lowest_kcal_mol": 173.81, "gap_ha": [0.21588, 0.34092], "symbols": ["O", "O", "H", "H", "O", "H", "P", "O"], "coordinates": [[-1.426766, -0.145466, -0.148468], [1.919873, 0.877264, 0.551036], [1.390603, 1.658276, 0.386882], [-1.017660, 0.699500, 0.063425], [1.412198, -0.101445, -0.344439], [-0.024028, -1.540319, -1.026687], [0.561608, -1.322105, 0.227031], [-2.815828, -0.125704, 0.291222]], "atomic_forces_ev_per_a": [[-2.6, -0.5, 0.1], [0.7, -0.9, 1.1], [-0.5, 0.3, -0.4], [-0.5, 0.6, 0.5], [0.6, 1.8, -1.9], [0.5, -0.4, -0.3], [-1.2, -1.1, 1.5], [3.0, 0.2, -0.5]]}

{"formula": "C4H10N2O2", "method": "the ωB97M-V functional and the def2-TZVPD basis", "energy_ev": -11380.91205, "e_lumo_ev": 0.606, "smiles": "CN1C[C@]1(N)C(O)O", "de_lowest_kcal_mol": 138.15, "gap_ha": 0.28965, "symbols": ["O", "C", "H", "C", "H", "O", "C", "H", "H", "H", "H", "N", "C", "H", "H", "H", "H", "N"], "coordinates": [[0.483044, -0.072755, -1.909919], [0.628188, 1.086150, -0.752850], [0.273769, 1.931928, -1.343155], [-0.318245, 0.681906, 0.280339], [0.901160, -1.648044, 0.711910], [1.937362, 1.207945, -0.318919], [-1.710332, 0.252580, -0.045592], [1.125989, -0.798185, -1.960234], [0.946313, 1.162514, 1.815921], [2.471011, 1.590695, -1.023700], [-0.687825, 0.855981, 2.289796], [-0.034213, 1.134373, 1.571176], [-0.067456, -2.009235, 0.345319], [-0.503465, -2.675228, 1.102777], [-2.036496, 0.403897, -1.071457], [0.028911, -2.589214, -0.578773], [-2.464088, 0.425335, 0.724531], [-0.973627, -0.940643, 0.162831]], "atomic_forces_ev_per_a": [[0.0, 2.5, 0.8], [0.8, -2.9, -3.7], [0.2, 0.1, 0.0], [-2.5, -2.8, 1.4], [-0.1, -0.2, -0.1], [-0.6, -0.1, 0.2], [1.1, -0.7, -0.1], [0.1, 0.6, 1.0], [-0.3, -0.3, 0.2], [-0.1, 0.0, 0.0], [0.3, 0.0, -0.1], [0.1, 0.4, -0.2], [-1.1, -0.4, 0.0], [0.4, -0.3, 0.0], [-0.3, 0.3, -0.1], [0.5, -0.2, 0.0], [-0.2, 0.4, -0.2], [1.8, 3.5, 1.1]]}